Entry 1:
{
  "formula": "C4H10NO2",
  "method": "ωB97M-V with the def2-TZVPD basis set",
  "elements": ["N", "H", "H", "H", "H", "C", "O", "H", "O", "H", "C", "H", "C", "H", "C", "H", "H"],
  "coordinates": [[-0.612432, 0.930423, 0.239776], [0.665816, 1.948299, -1.174553], [-2.183645, -0.373293, 0.764492], [-0.202648, 0.497558, -1.799613], [3.083607, -1.648220, 1.759357], [1.351866, -1.425694, 0.916984], [2.692596, -1.778325, 0.908497], [0.769308, -3.111747, -0.090329], [-1.298477, 2.254512, -1.665920], [-2.420727, 0.600236, -0.695907], [-2.046611, 0.628621, 0.295019], [-2.673086, 1.406450, 0.778338], [-0.355506, 1.476376, -1.190818], [-0.646842, -1.868014, 0.169989], [0.384491, -2.181188, 0.378121], [-0.484483, 1.782418, 0.794140], [1.221335, -0.544838, 1.479210]],
  "atomic_forces_ev_per_a": [[0.00, 1.32, -0.27], [-0.08, -0.21, 0.41], [-0.25, 0.62, 0.06], [-0.12, 0.57, 0.46], [0.15, 0.37, 0.74], [-0.52, -1.02, 0.29], [-0.33, -1.01, -1.23], [-0.54, 0.53, 0.23], [-0.04, 0.34, -0.04], [-0.43, -0.16, -1.09], [0.14, -0.56, 1.18], [0.36, -0.50, 0.10], [0.27, -0.93, -0.72], [0.74, 0.04, 0.49], [1.40, -0.23, -0.71], [-0.01, -0.32, -0.02], [-0.74, 1.14, 0.12]],
  "orbital_gap_ev": 5.68,
  "total_charge": -1,
  "e_lumo_ha": 0.120
}



Entry 2:
{
  "formula": "C13H10Cl2NO6P",
  "method": "ωB97M-V with the def2-TZVPD basis set",
  "elements": ["O", "H", "C", "H", "C", "C", "O", "H", "H", "C", "C", "P", "O", "O", "C", "H", "H", "O", "H", "H", "N", "C", "C", "C", "C", "Cl", "O", "C", "C", "C", "Cl", "H", "H"],
  "coordinates": [[0.048198, -0.747442, -2.947690], [-1.376442, 1.987096, -3.518073], [4.177721, -0.543012, 3.458568], [-3.966938, 0.980671, -0.542431], [-3.224988, 0.526289, 0.102779], [-0.803259, 0.375030, 0.794193], [-2.807035, -1.846737, 2.720120], [-4.561368, -0.741437, 1.156805], [-0.380205, -1.003139, 2.351133], [3.971306, 0.321875, 1.097411], [4.703959, 0.315675, 2.378969], [-3.370069, 0.671106, -4.627350], [1.344365, -1.960299, 1.839989], [-1.540108, 1.824269, -0.911419], [-2.515754, -1.002600, 1.883998], [4.369445, 0.957464, 0.315535], [4.726483, -0.535413, 4.392405], [5.708492, 0.994974, 2.540141], [2.683412, -1.922789, 4.064595], [0.214225, 0.718970, 0.651896], [0.257675, 0.271367, -3.605107], [2.875136, -0.422313, 0.921562], [-1.122155, -0.548756, 1.705922], [-1.831389, 0.980132, -0.075296], [3.081551, -1.287199, 3.282719], [-4.673571, 1.481010, -3.160095], [-0.620492, 0.235705, -4.651950], [2.348898, -1.280999, 2.001161], [-3.543883, -0.397498, 1.014508], [-1.589464, 1.348977, -4.502157], [-3.447434, -1.448840, -4.724769], [-1.462688, 2.127774, -5.395797], [2.326374, -0.429911, -0.012275]],
  "atomic_forces_ev_per_a": [[1.68, 3.31, -1.64], [-0.46, -1.58, -1.85], [-0.33, -0.32, 0.17], [0.07, -0.01, 0.02], [-0.35, -0.24, 0.23], [-0.01, -0.28, 0.32], [0.19, 0.60, -0.57], [0.04, -0.01, 0.01], [-0.29, 0.05, -0.08], [-0.37, -0.14, -0.28], [0.84, 0.55, 0.14], [-1.33, 0.48, -2.36], [0.88, 0.26, 0.06], [-0.13, -0.39, 0.26], [-0.23, -0.65, 0.61], [0.01, -0.01, 0.05], [0.01, 0.02, -0.04], [-0.72, -0.48, -0.12], [-0.02, 0.01, -0.05], [-0.04, 0.02, -0.02], [-1.08, -4.02, 3.12], [0.30, 0.29, -0.17], [0.23, 0.36, -0.05], [0.24, 0.38, -0.39], [0.33, 0.16, 0.27], [1.21, -0.75, 0.08], [-1.69, 1.81, -1.02], [-0.48, -0.47, -0.09], [-0.13, 0.29, -0.36], [1.60, 1.53, 1.06], [0.56, 1.25, 1.05], [-0.54, -1.97, 1.65], [0.00, -0.05, -0.01]],
  "orbital_gap_ev": 7.17,
  "total_charge": 0,
  "e_lumo_ha": -0.070,
  "smiles": "O=C1C=CC(=O)C=C1.O=C1C=CC(=O)C=C1.O=NOCP(Cl)Cl"
}



Entry 3:
{
  "formula": "C3H6N2O2",
  "method": "ωB97M-V with the def2-TZVPD basis set",
  "elements": ["H", "H", "H", "C", "N", "O", "H", "O", "C", "C", "H", "N", "H"],
  "coordinates": [[1.593944, 1.365954, 0.550779], [2.454252, -0.084109, -1.045812], [-1.667583, -0.935317, 2.229686], [-1.741565, 0.082959, -0.235711], [-0.560606, -0.610326, 0.507118], [-1.399442, 1.115560, -0.839999], [1.742302, 1.321985, -1.802954], [-2.835728, -0.435351, -0.129969], [1.492023, 0.426757, -1.209563], [-0.755001, -1.103207, 1.653976], [-0.017661, -1.776755, 2.083437], [0.886809, 0.833923, 0.013318], [0.808255, -0.202072, -1.774305]],
  "atomic_forces_ev_per_a": [[-0.34, -0.33, 0.20], [-0.18, -0.03, 0.03], [-0.19, -0.20, -0.49], [-0.69, 3.37, -2.10], [-1.38, -0.60, 0.99], [0.31, -1.26, 0.69], [-0.15, -0.09, 0.07], [0.73, -1.33, 1.07], [0.16, 0.04, -0.26], [0.39, -0.29, -0.31], [0.40, 0.49, 0.23], [0.90, 0.17, -0.06], [0.05, 0.05, -0.06]],
  "orbital_gap_ev": [6.20, 8.01],
  "total_charge": 0,
  "e_lumo_ha": [-0.105, -0.046]
}